{"formula": "C15H23Cl16NO7S", "method": "the ωB97M-V functional and the def2-TZVPD basis", "symbols": ["C", "C", "O", "C", "N", "C", "C", "O", "C", "O", "C", "O", "C", "C", "C", "C", "S", "O", "O", "O", "H", "H", "H", "H", "H", "H", "H", "H", "H", "H", "H", "H", "H", "H", "H", "H", "H", "H", "H", "H", "H", "H", "H", "Cl", "C", "Cl", "Cl", "Cl", "Cl", "C", "Cl", "Cl", "Cl", "Cl", "C", "Cl", "Cl", "Cl", "Cl", "C", "Cl", "Cl", "Cl"], "coordinates": [[-0.47116, -3.06275, 4.84349], [-1.58242, -2.61269, 3.68191], [-2.84481, -3.27565, 4.04221], [-1.62704, -0.97472, 3.68498], [-2.59788, -0.35333, 2.70674], [-2.69039, -1.10935, 1.40025], [-1.25765, -1.23925, 0.58405], [-0.89862, 0.01921, -0.10793], [0.40216, -0.17931, -0.80540], [0.92780, 1.06334, -1.42401], [0.23481, 1.36935, -2.68930], [-0.80336, 0.64576, -3.17194], [0.70020, 2.66397, -3.62767], [2.16453, 3.26333, -3.19110], [2.77250, 4.10479, -4.48527], [3.06676, 5.70531, -4.12154], [4.87647, 6.19285, -4.39802], [5.05928, 7.72092, -4.67688], [5.48645, 5.45358, -5.65147], [5.77048, 5.67484, -3.01329], [-0.73055, -4.13103, 5.25968], [-0.30546, -2.24568, 5.66464], [0.55881, -3.15364, 4.24707], [-1.19091, -3.09034, 2.67011], [-3.64388, -2.68928, 3.89652], [-0.51505, -0.59861, 3.58262], [-1.98100, -0.64804, 4.76903], [-3.53047, -0.14731, 3.12871], [-3.39494, -0.45609, 0.69190], [-3.25758, -2.15575, 1.49391], [-0.36027, -1.55210, 1.26820], [-1.45430, -2.03401, -0.28439], [0.35308, -1.09164, -1.56052], [1.17034, -0.50784, 0.04600], [0.79705, 2.26535, -4.73203], [-0.13910, 3.50352, -3.57308], [1.99818, 4.02782, -2.31046], [2.96296, 2.43059, -2.92411], [3.74524, 3.53998, -4.83552], [1.99165, 4.05476, -5.37887], [2.43446, 6.34271, -4.90425], [2.68643, 5.97956, -3.04098], [6.57834, 6.26673, -2.90129], [-4.67186, -3.50770, -2.00628], [-3.10021, -4.31313, -2.24266], [-2.17133, -4.26022, -0.72323], [-3.36764, -6.00973, -2.71657], [-2.19013, -3.47481, -3.52463], [1.71830, -0.24725, 3.69009], [2.94492, -0.56889, 4.94174], [4.36116, 0.47686, 4.66791], [2.25664, -0.22775, 6.54937], [3.44346, -2.27744, 4.85953], [-3.41325, -9.48109, 1.89363], [-3.64820, -8.33694, 0.54812], [-2.43268, -8.64962, -0.71641], [-5.28122, -8.54789, -0.13259], [-3.46570, -6.66921, 1.14796], [-2.00075, 5.10649, 1.11038], [-0.48866, 4.22298, 0.78225], [0.31046, 4.92403, -0.64751], [0.59359, 4.35408, 2.19156], [-0.85804, 2.50735, 0.47467]], "atomic_forces_ev_per_a": [[0.642, -0.085, -1.576], [1.212, -0.269, 1.200], [-0.104, 1.688, -0.593], [-0.427, -0.610, 1.083], [0.780, -1.312, -0.188], [-0.853, 0.942, -1.282], [-0.781, -0.655, -0.617], [1.449, -1.427, -0.513], [0.353, -1.442, 1.242], [-2.856, -1.114, -2.699], [-4.778, -2.857, -2.373], [6.760, 4.173, 3.579], [0.968, -0.619, 0.949], [-0.110, 0.806, -0.632], [0.070, -0.427, 0.178], [-1.601, -0.795, -0.292], [4.322, 2.493, -5.638], [-1.266, -5.138, 2.404], [-2.852, 1.608, 5.198], [-0.988, 1.445, -1.540], [0.413, 2.320, -0.687], [-0.602, -1.680, -1.402], [-2.077, 0.146, 1.451], [-0.952, 1.189, 1.919], [1.651, -0.734, 0.074], [-2.690, -0.723, -0.114], [0.810, -0.725, -2.158], [1.254, -0.526, -0.624], [1.569, -1.403, 1.418], [1.662, 1.890, -0.254], [-1.688, 0.427, -1.161], [0.661, 1.688, 2.182], [-0.192, 2.214, 1.197], [-1.289, 1.114, -1.916], [-0.512, 0.580, 2.366], [1.772, -1.987, -0.030], [0.615, -1.929, -1.630], [-2.021, 1.708, -0.301], [-1.891, 1.512, 0.547], [1.768, 0.310, 1.889], [1.955, -1.012, 1.697], [1.193, -0.464, -2.130], [-1.476, -0.695, -0.576], [0.406, -0.192, -0.010], [-0.064, -0.032, -0.184], [-0.216, -0.233, -0.506], [0.035, 0.507, 0.116], [-0.218, -0.173, 0.379], [0.690, 0.048, 0.262], [0.136, -0.023, 0.062], [-0.367, -0.260, 0.065], [0.141, -0.088, -0.426], [-0.119, 0.428, 0.013], [-0.055, 0.269, -0.333], [-0.014, 0.039, 0.054], [-0.241, -0.023, 0.358], [0.397, 0.061, 0.147], [-0.132, -0.559, -0.063], [0.352, -0.094, -0.084], [-0.303, -0.431, 0.177], [-0.204, 0.034, 0.290], [-0.202, 0.020, -0.331], [0.107, 1.080, 0.366]], "smiles": "C[C@@H](O)CNCCOCOC(=O)CCCCS(=O)(=O)O.ClC(Cl)(Cl)Cl.ClC(Cl)(Cl)Cl.ClC(Cl)(Cl)Cl.ClC(Cl)(Cl)Cl", "e_tot_ev": -242934.313, "e_lumo_ev": -0.08, "e_homo_ev": -9.110}

---

{"formula": "C8H14N3Re", "method": "the ωB97M-V functional and the def2-TZVPD basis", "symbols": ["C", "Re", "N", "H", "H", "H", "H", "H", "H", "H", "H", "N", "C", "N", "C", "C", "C", "C", "C", "C", "H", "H", "H", "H", "H", "H"], "coordinates": [[-3.04061, -1.75890, -3.48784], [0.50746, -1.18500, -1.22794], [0.53389, 0.15235, -2.91144], [-1.20410, -1.22417, -0.60252], [-3.74141, -0.84172, -3.41399], [-3.82028, -2.55854, -3.41726], [-2.20898, -1.43678, -2.70824], [-3.08815, -1.92234, -4.60774], [1.54785, 0.22546, -3.16751], [0.20915, 1.15168, -2.88590], [0.02962, -0.20501, -3.74372], [2.81238, 0.04855, 1.51273], [2.32858, -0.57036, 0.42198], [0.97301, -0.40848, 0.40531], [0.59720, 0.68384, 1.26069], [-0.72976, 0.87937, 1.67687], [-0.93451, 1.32250, 2.95338], [0.18720, 1.53133, 3.77135], [1.53776, 1.23177, 3.40180], [1.75042, 0.87374, 2.08934], [3.83768, -0.10721, 1.79319], [2.78658, -1.30030, -0.27726], [-1.52687, 0.61908, 1.00255], [-1.91118, 1.56269, 3.37231], [0.07872, 1.91862, 4.76773], [2.48835, 1.31782, 4.02212]], "atomic_forces_ev_per_a": [[-2.840, 2.067, -0.550], [-4.612, -1.207, -2.112], [0.883, 1.184, -2.146], [1.853, -0.116, -0.678], [0.963, -1.107, -0.073], [1.144, 0.033, 1.878], [-1.364, -1.818, -2.112], [2.116, 0.838, 0.851], [-1.164, 0.039, -0.322], [0.207, -1.271, 0.599], [0.529, 0.041, 0.399], [1.713, 0.647, 0.218], [-1.994, 0.195, 1.812], [2.428, 2.520, 1.353], [1.308, -2.920, 0.883], [0.452, 0.059, -0.568], [0.673, 0.844, 0.516], [2.237, -0.193, 0.232], [0.371, 1.218, 0.734], [-0.613, -2.162, -1.172], [-2.388, 0.865, -0.236], [0.296, 0.601, 0.789], [-0.170, -0.117, -0.055], [0.172, -0.253, -0.312], [-0.318, -0.022, 0.276], [-1.881, 0.033, -0.206]], "e_tot_ev": -15110.145, "charge": 1, "relative_energy_kj_mol": 173.5, "multiplicity": 4, "e_lumo_ev": [-3.78, -3.83], "e_homo_ev": [-10.087, -10.502]}

---

{"formula": "C27H76F3LiO19", "method": "the ωB97M-V functional and the def2-TZVPD basis", "symbols": ["Li", "C", "O", "O", "C", "F", "F", "F", "C", "C", "H", "H", "H", "H", "H", "H", "C", "O", "C", "C", "O", "C", "H", "H", "H", "H", "H", "H", "H", "H", "H", "H", "C", "O", "C", "C", "O", "C", "H", "H", "H", "H", "H", "H", "H", "H", "H", "H", "C", "O", "C", "C", "O", "C", "H", "H", "H", "H", "H", "H", "H", "H", "H", "H", "C", "O", "C", "C", "O", "C", "H", "H", "H", "H", "H", "H", "H", "H", "H", "H", "C", "O", "C", "C", "O", "C", "H", "H", "H", "H", "H", "H", "H", "H", "H", "H", "O", "H", "H", "O", "H", "H", "O", "H", "H", "O", "H", "H", "C", "O", "H", "H", "H", "H", "C", "O", "H", "H", "H", "H", "C", "O", "H", "H", "H", "H"], "coordinates": [[-15.80880, 2.72287, 12.83406], [-15.45038, 4.42696, 15.27820], [-14.84756, 5.27716, 14.29331], [-15.69303, 3.23303, 14.76529], [-14.59411, 4.42522, 16.54968], [-13.50343, 3.64273, 16.29925], [-14.17788, 5.61938, 16.94786], [-15.21301, 3.83355, 17.59423], [-15.50193, 6.51355, 14.02547], [-14.84142, 7.12866, 12.81978], [-15.19484, 8.14627, 12.65696], [-13.76586, 7.23416, 12.99639], [-14.95031, 6.57353, 11.88739], [-15.39234, 7.15776, 14.90374], [-16.56944, 6.36589, 13.82596], [-16.36456, 4.97455, 15.57159], [-8.76029, 6.61639, 20.07765], [-9.81723, 5.85445, 19.55330], [-10.76448, 5.43294, 20.50710], [-11.55462, 4.25477, 19.98155], [-10.71053, 3.15873, 19.78967], [-11.26906, 2.09284, 19.06803], [-8.23781, 6.11306, 20.89695], [-9.10857, 7.60214, 20.40842], [-8.02345, 6.80878, 19.29726], [-11.43894, 6.27774, 20.70099], [-10.30844, 5.15121, 21.46346], [-12.15563, 4.55743, 19.11813], [-12.27377, 4.05503, 20.79092], [-12.10267, 1.63964, 19.61673], [-10.47609, 1.35964, 18.91856], [-11.59033, 2.41070, 18.07179], [-10.09531, 5.17765, 16.35132], [-9.72365, 6.02451, 15.28499], [-10.57165, 5.91149, 14.17360], [-10.19051, 6.84485, 13.02385], [-8.87160, 6.60694, 12.60543], [-7.90442, 7.32008, 13.33303], [-10.93988, 5.62081, 16.88753], [-9.24601, 5.05597, 17.01559], [-10.41016, 4.18234, 16.02048], [-11.60851, 6.11858, 14.50026], [-10.67781, 4.90766, 13.74193], [-10.39591, 7.89048, 13.28403], [-10.85727, 6.59840, 12.19534], [-7.51844, 6.76009, 14.18693], [-8.27710, 8.29146, 13.66502], [-7.01491, 7.51508, 12.72844], [-18.16726, 12.84062, 14.64523], [-17.50423, 11.59863, 14.66911], [-16.39360, 11.62810, 13.79466], [-15.71804, 10.24269, 13.82489], [-14.36495, 10.30814, 14.21017], [-13.53421, 10.88081, 13.21403], [-18.70515, 13.03464, 13.70985], [-17.47247, 13.65642, 14.85580], [-18.96546, 12.86404, 15.38811], [-15.65813, 12.35845, 14.15129], [-16.70567, 11.87085, 12.77366], [-15.83676, 9.79998, 12.82464], [-16.21392, 9.51969, 14.47059], [-12.59050, 11.12665, 13.69512], [-13.96151, 11.76866, 12.74173], [-13.34725, 10.14991, 12.41977], [-9.50866, 9.51507, 18.06273], [-10.71207, 10.12335, 17.63054], [-11.43475, 9.38464, 16.68593], [-12.39605, 8.37416, 17.29963], [-13.32087, 8.96478, 18.18832], [-14.27892, 9.74738, 17.48200], [-9.74803, 8.49736, 18.37941], [-8.97076, 10.00858, 18.86963], [-8.85062, 9.55703, 17.18713], [-10.74741, 8.88145, 15.99098], [-11.97153, 10.11929, 16.08298], [-11.84228, 7.61695, 17.85630], [-12.85772, 7.86899, 16.43968], [-13.92735, 10.66555, 17.01227], [-14.94428, 10.06496, 18.28979], [-14.83476, 9.09476, 16.80582], [-21.67676, 8.47464, 16.55044], [-21.40168, 7.76066, 15.37274], [-20.11547, 7.16241, 15.35054], [-20.03924, 5.83498, 16.09043], [-20.21429, 5.88157, 17.48682], [-19.09782, 6.42205, 18.17071], [-22.70919, 8.82299, 16.52994], [-21.06271, 9.38169, 16.63628], [-21.54219, 7.87905, 17.45531], [-19.40972, 7.93152, 15.68911], [-19.91367, 6.93564, 14.30562], [-19.11290, 5.31555, 15.80154], [-20.86886, 5.22410, 15.72053], [-18.74941, 5.71809, 18.93960], [-19.44354, 7.30278, 18.71573], [-18.17273, 6.56067, 17.60503], [-12.41679, 2.23116, 14.07406], [-12.98046, 2.33669, 14.85161], [-13.03061, 2.24699, 13.32845], [-12.88872, 4.47385, 12.06818], [-13.39159, 3.65961, 11.94880], [-13.33257, 4.91142, 12.81651], [-14.79785, 0.45725, 15.26280], [-13.95978, 0.24123, 15.68796], [-14.79965, 1.42733, 15.19233], [-17.66237, 0.98478, 15.21011], [-17.12298, 1.79004, 15.33411], [-18.56556, 1.26379, 15.40102], [-15.06145, 0.81182, 18.36820], [-14.24294, -0.33869, 18.24815], [-15.61775, 0.71797, 19.30981], [-14.54023, 1.76606, 18.41523], [-15.82163, 0.82759, 17.57951], [-13.32181, -0.08143, 18.17373], [-18.40480, 2.89192, 18.37754], [-17.34009, 2.93123, 19.30775], [-18.40496, 1.93286, 17.84781], [-19.35664, 3.13209, 18.84246], [-18.27399, 3.64123, 17.58204], [-16.53807, 2.88891, 18.77941], [-18.44396, 6.97247, 11.61714], [-18.41457, 7.83845, 12.75548], [-18.56685, 5.94782, 11.96671], [-19.32893, 7.17268, 11.00795], [-17.53903, 7.10878, 11.02312], [-18.68070, 8.70278, 12.42749]], "atomic_forces_ev_per_a": [[-0.116, 0.272, 1.600], [-1.346, 1.405, -0.435], [0.614, -0.291, -0.165], [0.078, -1.320, -0.884], [0.851, -1.298, -0.566], [0.223, 0.419, 0.442], [-0.082, 0.054, -0.071], [-0.164, 0.460, -0.282], [0.011, 0.028, 0.008], [0.657, 0.553, -0.059], [-0.127, -0.339, -0.015], [-0.012, -0.084, 0.050], [-0.213, -0.208, 0.141], [-0.087, 0.159, -0.100], [-0.010, -0.119, 0.187], [-0.258, -0.101, 0.222], [0.105, 0.390, 0.049], [0.397, -0.327, -0.215], [0.006, 0.303, -0.169], [-0.459, 0.568, 0.922], [0.342, 0.133, -0.233], [0.143, -0.017, -0.073], [-0.163, -0.080, 0.090], [-0.041, -0.062, 0.253], [-0.150, -0.209, -0.187], [-0.215, -0.170, 0.151], [0.271, -0.011, -0.115], [0.287, -0.253, -0.416], [-0.184, -0.247, -0.117], [-0.069, -0.061, -0.078], [-0.072, -0.045, 0.171], [-0.232, 0.109, -0.032], [-0.314, -0.042, -0.003], [0.450, -0.214, -0.456], [-1.221, 0.114, -0.299], [-0.361, -0.582, 0.737], [0.052, 0.412, -0.412], [0.872, 0.146, 0.278], [0.021, -0.027, 0.203], [-0.007, 0.186, 0.114], [0.081, -0.002, -0.262], [-0.055, 0.333, -0.101], [0.668, -0.272, 0.366], [0.414, 0.116, 0.058], [0.061, -0.074, -0.090], [-0.400, -0.020, 0.212], [-0.115, -0.009, 0.120], [-0.282, -0.083, -0.455], [-0.651, 0.239, 0.238], [-0.172, 0.242, -0.259], [0.133, -0.902, 0.613], [-0.201, 0.155, -0.717], [-0.016, 0.093, -0.102], [0.057, -0.445, -0.001], [0.412, -0.084, -0.318], [0.016, 0.109, -0.062], [0.282, -0.280, 0.291], [-0.058, 0.157, -0.118], [-0.076, 0.200, 0.022], [0.296, 0.193, -0.024], [-0.159, 0.407, 0.405], [0.018, 0.095, -0.063], [-0.047, 0.123, 0.199], [0.033, -0.028, -0.054], [-0.296, -0.546, -1.080], [0.083, 1.091, 1.046], [0.284, -0.018, -0.184], [0.660, 0.184, -0.174], [0.206, 0.072, -0.963], [-0.626, -0.271, 1.593], [0.465, -0.163, -0.125], [-0.666, 0.508, 0.129], [0.343, -0.612, 0.166], [-0.035, -0.252, 0.042], [-0.195, -0.020, 0.070], [-0.005, 0.021, 0.140], [-0.408, -0.078, 0.147], [0.400, -0.279, -0.275], [-0.248, 0.051, -0.283], [0.000, 0.233, -0.350], [-0.115, 0.471, 0.453], [-0.233, -0.338, -0.094], [-0.307, 0.271, 0.079], [-0.567, -0.051, -0.309], [0.750, -0.091, -0.298], [0.057, -0.555, 1.346], [-0.056, -0.194, -0.216], [0.214, -0.106, -0.084], [0.019, -0.090, -0.073], [0.350, -0.332, 0.051], [0.117, 0.147, -0.016], [0.126, 0.086, 0.167], [0.045, 0.024, -0.013], [-0.415, -0.104, 0.013], [0.442, 0.322, -0.288], [-0.430, 0.493, -0.585], [-0.113, -0.143, -0.061], [0.105, 0.140, -0.196], [0.368, -0.100, 0.370], [-0.467, 0.122, -0.035], [0.338, 0.203, -0.109], [0.117, -0.180, 0.020], [0.243, 0.356, -0.307], [-0.129, -0.148, -0.024], [-0.267, -0.107, 0.191], [-0.035, 0.528, -0.121], [-0.053, -0.268, -0.002], [0.082, -0.040, -0.004], [-1.024, -0.236, 0.795], [0.371, 0.044, -0.300], [0.091, 0.086, -0.050], [0.353, -0.147, -0.216], [0.339, 0.027, -0.153], [0.014, 0.057, 0.076], [0.373, 0.153, -0.939], [-0.234, 0.158, 0.077], [-0.421, -0.139, 0.275], [0.062, -0.307, 0.285], [0.055, 0.136, 0.124], [0.024, 0.005, 0.242], [-0.380, 0.305, 0.215], [0.038, -0.118, -0.459], [0.334, -0.023, 0.078], [0.106, 0.060, -0.137], [0.003, -0.277, -0.098], [0.028, 0.112, 0.289]], "e_tot_ev": -76483.872, "e_lumo_ev": -1.75, "e_homo_ev": -9.124}